1.
DFT (ωB97M-V/def2-TZVPD) results for the ion C2H8N3 with charge +1 in a non-equilibrium geometry.

The energy above the lowest of the compared OMol25 structures with the same formula, charge and spin is 41.2 kcal per mole. The gap between HOMO and LUMO is 10.79 eV. The value obtained for the LUMO energy is -0.14544 hartree. The total charge is +1. The spin multiplicity is 1. Its SMILES is C/[N+](N)=C/N. The calculation puts the total energy at -245.00198 hartree.

Structure (XYZ):
```
13
Properties=species:S:1:pos:R:3:lowdin_charge:R:1
C -1.3034 -0.7551 0.0389 -0.025
N -0.0462 -0.0467 0.1072 -0.222
N 0.8618 -0.2369 1.1341 0.079
C 0.2069 1.0637 -0.7703 -0.005
N 1.3285 1.7052 -0.6294 0.196
H -1.1207 -1.8284 -0.0391 0.103
H -1.9044 -0.5642 0.9309 0.102
H -1.8621 -0.4348 -0.8362 0.095
H 1.1144 -1.2200 1.2110 0.121
H 0.4771 0.0635 2.0311 0.124
H -0.5165 1.2767 -1.5369 0.155
H 1.6223 2.4519 -1.2419 0.147
H 1.9530 1.3839 0.1094 0.130
```

2.
DFT (ωB97M-V/def2-TZVPD) results for an isolated molecule of C4H8O2.

The energy above the lowest of the compared OMol25 structures with the same formula, charge and spin is 5.2 kcal per mole. The gap between HOMO and LUMO is 11.35 eV. The value obtained for the LUMO energy is 0.03548 hartree. The spin multiplicity is 1. Its SMILES is CCOC(C)=O. The calculation puts the total energy at -307.70408 hartree.

Structure (XYZ):
```
14
Properties=species:S:1:pos:R:3:lowdin_charge:R:1
C 1.0344 -1.0018 1.7924 -0.073
C 0.1568 -1.0911 0.5633 -0.231
O 0.0828 0.2291 0.0059 -0.022
C -0.7116 0.3675 -1.0692 -0.544
C -0.6828 1.7858 -1.5774 0.017
O -1.3550 -0.5379 -1.5440 0.099
H 2.0175 -0.5992 1.5309 0.079
H 0.5816 -0.3463 2.5413 0.079
H 1.1693 -1.9944 2.2320 0.079
H 0.5724 -1.7701 -0.1881 0.127
H -0.8527 -1.4411 0.7991 0.125
H -1.0232 2.4693 -0.7933 0.090
H -1.3306 1.8639 -2.4504 0.086
H 0.3411 2.0664 -1.8425 0.090
```

3.
DFT (ωB97M-V/def2-TZVPD) results for a structure of composition C38H42BrCsFNO2Sb2Se2.

The energy above the lowest of the compared OMol25 structures with the same formula, charge and spin is 25.7 kcal per mole. The gap between HOMO and LUMO is 3.70 eV. The value obtained for the LUMO energy is 0.11827 hartree. The total charge is -2. The spin multiplicity is 1. The calculation puts the total energy at -9655.85666 hartree.

Structure (XYZ):
```
90
Properties=species:S:1:pos:R:3:lowdin_charge:R:1
Cs 0.4097 1.0563 2.2111 0.762
O 2.6375 0.0474 3.9990 -0.205
C 3.2900 0.8409 5.0289 -0.257
C 2.3210 1.5102 5.9908 -0.599
C 3.2241 2.4295 6.8438 -0.264
O 2.5188 3.4557 7.5473 -0.107
C 1.5865 0.4740 6.8688 -0.645
Se 2.7005 -0.7837 7.9338 0.122
C 1.2536 2.3745 5.3004 -0.665
Se 1.8949 3.8009 4.0521 0.199
H 3.2659 0.0317 3.2707 0.057
H 3.8703 1.6174 4.5230 0.085
H 3.9380 0.1827 5.6139 0.071
H 3.9562 2.9134 6.1885 0.095
H 3.7370 1.8185 7.5868 0.072
H 2.2590 4.0827 6.8557 0.027
H 0.9453 -0.1217 6.2136 0.032
H 0.9360 1.0252 7.5508 0.040
H 0.7267 2.9070 6.0909 0.034
H 0.4688 1.7354 4.8719 -0.026
C 2.0420 -2.7279 -0.6050 -0.396
C 0.7764 -3.2130 0.0931 -0.393
C -0.4980 -3.0546 -0.7468 -0.382
Sb -2.0834 -2.1521 0.3956 1.471
C -2.9654 -0.9229 -1.1283 -0.380
C -2.9367 -1.2833 -2.4748 -0.130
C -3.5150 -0.4789 -3.4466 -0.109
C -4.1302 0.7139 -3.0851 -0.119
C -4.1553 1.0953 -1.7513 -0.099
C -3.5802 0.2772 -0.7840 -0.132
C -3.4907 -3.8085 -0.1232 -0.372
C -4.7449 -3.6507 -0.7105 -0.139
C -5.5864 -4.7338 -0.9399 -0.116
C -5.1885 -6.0141 -0.5826 -0.128
C -3.9457 -6.1983 0.0097 -0.118
C -3.1194 -5.1060 0.2350 -0.163
Sb 2.3094 -0.5852 -0.6642 1.478
C 1.3216 -0.0733 -2.5091 -0.360
C 1.8561 -0.3871 -3.7571 -0.126
C 1.2370 0.0387 -4.9254 -0.103
C 0.0753 0.7950 -4.8631 -0.104
C -0.4702 1.1106 -3.6275 -0.096
C 0.1451 0.6762 -2.4597 -0.140
C 4.2268 -0.6966 -1.6755 -0.406
C 4.7917 0.5114 -2.0923 -0.150
C 6.0244 0.5556 -2.7247 -0.102
C 6.7321 -0.6189 -2.9475 -0.114
C 6.1946 -1.8267 -2.5333 -0.106
C 4.9537 -1.8615 -1.9036 -0.132
H 2.1110 -3.1136 -1.6264 0.061
H 2.9265 -3.0719 -0.0594 0.044
H 0.6850 -2.6855 1.0467 0.067
H 0.9049 -4.2699 0.3519 0.097
H -0.8139 -4.0018 -1.1846 0.049
H -0.3327 -2.3368 -1.5547 0.033
H -2.4603 -2.2115 -2.7714 0.102
H -3.4744 -0.7761 -4.4882 0.097
H -4.5783 1.3478 -3.8416 0.091
H -4.6219 2.0309 -1.4591 0.091
H -3.6035 0.5902 0.2550 0.069
H -5.0778 -2.6607 -1.0066 0.086
H -6.5552 -4.5769 -1.4016 0.089
H -5.8407 -6.8610 -0.7617 0.086
H -3.6230 -7.1922 0.2989 0.090
H -2.1532 -5.2778 0.7050 0.088
H 2.7745 -0.9596 -3.8275 0.091
H 1.6682 -0.2182 -5.8865 0.093
H -0.4063 1.1290 -5.7751 0.093
H -1.3945 1.6729 -3.5617 0.084
H -0.3150 0.8705 -1.4999 0.060
H 4.2584 1.4422 -1.9221 0.095
H 6.4389 1.5070 -3.0371 0.095
H 7.6995 -0.5896 -3.4346 0.091
H 6.7424 -2.7476 -2.6969 0.094
H 4.5553 -2.8195 -1.5916 0.079
C -1.7123 4.8930 -2.7398 -0.042
C -2.1200 4.3617 -1.3950 -0.251
C -3.3075 4.7271 -0.7720 -0.038
C -3.6414 4.1962 0.4624 -0.109
C -2.7460 3.2988 1.0255 -0.755
Br -3.1615 2.5263 2.7121 0.743
N -1.6154 2.9346 0.4707 0.025
C -1.3118 3.4610 -0.7132 -0.085
H -2.3454 5.7305 -3.0339 0.073
H -1.7911 4.1219 -3.5083 0.070
H -0.6768 5.2345 -2.7291 0.084
H -3.9736 5.4356 -1.2520 0.113
H -4.5517 4.4639 0.9770 0.098
H -0.3652 3.1502 -1.1441 0.118
F -0.4104 -0.5337 0.1563 -0.823
```

4.
DFT (ωB97M-V/def2-TZVPD) results for a cluster of 3 separate species, C3H4IN in total.

The energy above the lowest of the compared OMol25 structures with the same formula, charge and spin is 64.7 kcal per mole. The gap between HOMO and LUMO is 10.88 eV. The value obtained for the LUMO energy is 0.02532 hartree. The spin multiplicity is 1. The calculation puts the total energy at -469.02115 hartree.

Structure (XYZ):
```
9
Properties=species:S:1:pos:R:3:lowdin_charge:R:1
C 0.8552 -1.2771 0.8752 -0.006
C -0.1703 -1.4667 1.4567 -0.023
C -1.3778 1.4005 3.0218 -0.088
N -1.2914 2.2242 2.2127 0.042
I 0.7130 0.0269 -5.7524 0.383
H 1.7462 -1.1039 0.3468 0.004
H 1.7900 -1.1149 -5.6799 -0.384
H -1.0570 -1.6318 1.9934 0.003
H -1.2079 2.9428 1.5255 0.069
```

Q: Which value of gap between HOMO and LUMO does entry 4 give?
A: 10.88 eV

Please write out number 1 again, unchanged.
DFT (ωB97M-V/def2-TZVPD) results for the ion C2H8N3 with charge +1 in a non-equilibrium geometry.

The energy above the lowest of the compared OMol25 structures with the same formula, charge and spin is 41.2 kcal per mole. The gap between HOMO and LUMO is 10.79 eV. The value obtained for the LUMO energy is -0.14544 hartree. The total charge is +1. The spin multiplicity is 1. Its SMILES is C/[N+](N)=C/N. The calculation puts the total energy at -245.00198 hartree.

Structure (XYZ):
```
13
Properties=species:S:1:pos:R:3:lowdin_charge:R:1
C -1.3034 -0.7551 0.0389 -0.025
N -0.0462 -0.0467 0.1072 -0.222
N 0.8618 -0.2369 1.1341 0.079
C 0.2069 1.0637 -0.7703 -0.005
N 1.3285 1.7052 -0.6294 0.196
H -1.1207 -1.8284 -0.0391 0.103
H -1.9044 -0.5642 0.9309 0.102
H -1.8621 -0.4348 -0.8362 0.095
H 1.1144 -1.2200 1.2110 0.121
H 0.4771 0.0635 2.0311 0.124
H -0.5165 1.2767 -1.5369 0.155
H 1.6223 2.4519 -1.2419 0.147
H 1.9530 1.3839 0.1094 0.130
```

Q: Among the records above, which one has the lowest LUMO?
A: C2H8N3

Q: Which value of LUMO does entry 4 give?
A: 0.02532 hartree